<P>
Density functional theory data (ωB97M-V with the def2-TZVPD basis set) for 2 unconnected molecules or ions with the total composition CH5N2S.

Each line ends with the Löwdin charge.
CARTESIAN COORDINATES (ANGSTROEM)
C 0.2823 0.3898 0.0640  -0.17
N 1.6031 0.1935 -0.2244  0.15
N -0.6451 -0.4715 -0.3598  -0.39
S -2.3607 -0.2731 -0.2368  0.70
H 0.1226 1.0932 0.8491  0.14
H 2.2382 0.9458 0.2202  0.18
H 1.8533 -0.6394 -0.8100  0.16
H -0.3951 -1.1251 -1.0811  0.10
H -2.6984 -0.1132 1.5788  0.12

Output
- gap between HOMO and LUMO (eV) = 8.938
- total charge = +1
- LUMO energy (eV) = -5.2

<Q>
Density functional theory data (ωB97M-V with the def2-TZVPD basis set) for 2 unconnected molecules or ions with the total composition CH5N2S.

Each line ends with the Löwdin charge.
CARTESIAN COORDINATES (ANGSTROEM)
C -0.4750 -0.3482 -0.0641  -0.24
N -0.6680 -0.6267 1.2250  0.18
N -0.3544 0.8009 -0.6604  -0.47
S 0.0029 1.1239 -2.2338  0.74
H -0.2778 -1.2945 -0.6340  0.17
H -0.8897 -1.6070 1.5532  0.18
H -1.1209 0.1361 1.7131  0.13
H -0.5287 1.7009 -0.1121  0.15
H 2.1414 -0.1011 -2.1594  0.14

Output
- gap between HOMO and LUMO (alpha / beta) (eV) = 9.265 / 7.358
- total charge = +1
- LUMO energy (alpha / beta) (eV) = -5.0 / -6.8

<R>
Density functional theory data (ωB97M-V with the def2-TZVPD basis set) for a gas-phase ion, CH5N2S (charge +1).

Each line ends with the Löwdin charge.
CARTESIAN COORDINATES (ANGSTROEM)
C -0.0300 0.5810 0.3802  -0.20
N 0.6482 0.6056 -0.7443  -0.40
N -0.4746 -0.4868 1.0696  0.18
S 0.8236 -0.6210 -1.8809  0.89
H -0.2481 1.5633 0.8062  0.17
H 0.8792 1.6252 -1.0184  0.18
H -0.9961 -0.4434 1.9227  0.13
H -0.4157 -1.4340 0.6555  0.11
H -0.1865 -1.3899 -1.1906  -0.05

Output
- SMILES = [NH2+]=CNS
- gap between HOMO and LUMO (eV) = 10.178
- total charge = +1
- LUMO energy (eV) = -4.1

Need the numbers? Relative energies in hartree: <P> 0.0587; <Q> 0.1198; <R> 0.0000.

<P>
Density functional theory data (ωB97M-V with the def2-TZVPD basis set) for 2 unconnected molecules or ions with the total composition C6H15N2.

Each line ends with the Löwdin charge.
CARTESIAN COORDINATES (ANGSTROEM)
C 2.7876 -1.2957 -1.4339  -0.07
C 1.6904 -1.1598 -0.3696  -0.22
C 0.6371 -0.1986 -0.7142  0.04
N -1.2976 2.6249 0.4329  0.16
C -0.7319 1.6561 -0.3199  -0.06
C -0.1393 0.4999 0.1680  -0.29
C -0.1290 0.2034 1.6629  -0.01
N -2.9663 -0.8467 0.3924  0.04
H 2.4671 -1.5457 -2.4437  0.08
H 3.2993 -0.3331 -1.4768  0.08
H 1.1939 -2.1252 -0.1846  0.16
H 2.1933 -0.8846 0.5579  0.12
H -2.2220 -0.3321 -0.0734  -0.03
H 0.1406 -0.4772 -1.6520  0.16
H -0.7964 3.5085 0.4185  0.14
H -1.5964 2.3870 1.3764  0.12
H -0.9332 1.7629 -1.3829  0.15
H -1.0911 0.2234 2.1605  0.09
H 0.5584 0.9517 2.0806  0.11
H 0.3689 -0.7495 1.7980  0.08
H 3.5342 -2.0047 -1.0919  0.08
H -3.7812 -0.2407 0.3176  0.03
H -3.1864 -1.6243 -0.2228  0.03

Output
- gap between HOMO and LUMO (eV) = 7.821
- total charge = +1
- LUMO energy (eV) = -5.9

<Q>
Density functional theory data (ωB97M-V with the def2-TZVPD basis set) for 2 unconnected molecules or ions with the total composition C6H15N2.

Each line ends with the Löwdin charge.
CARTESIAN COORDINATES (ANGSTROEM)
C 1.3539 0.7247 2.3675  -0.10
C 0.4470 1.2856 -1.5112  -0.04
C -1.8508 0.6240 -0.8193  -0.11
C -0.7937 -1.5160 0.8940  0.01
C -0.5050 0.1038 -1.1831  -0.36
C -0.0549 -0.9470 -0.1824  -0.26
N 1.6456 0.5123 1.1948  0.03
N 1.0081 -1.6483 -0.6113  0.19
H 1.6901 1.5931 3.0049  0.11
H 0.3383 0.3258 2.7129  0.09
H 1.3863 1.0200 -1.9661  0.07
H 0.6251 1.7858 -0.5488  0.06
H -0.3592 1.9409 -2.0905  0.14
H -2.3921 1.4345 -1.3890  0.12
H -2.7058 -0.0536 -0.9214  0.10
H -1.9544 0.9658 0.1955  0.08
H -1.6726 -0.8041 1.0707  0.12
H -0.0160 -1.4614 1.6725  0.09
H -0.9707 -2.6138 0.8406  0.14
H -0.6079 -0.3718 -2.1779  0.17
H 1.7332 -1.1660 -1.1718  0.14
H 1.5930 -2.1376 0.0501  0.13
H 2.4452 1.0706 0.8254  0.10

Output
- gap between HOMO and LUMO (eV) = 9.718
- total charge = +1
- LUMO energy (eV) = -4.5

Need the numbers? Relative energies in hartree: <P> 0.0000; <Q> 0.0149.

<P>
Density functional theory data (ωB97M-V with the def2-TZVPD basis set) for a gas-phase ion, C6H15N2 (charge +1).

Each line ends with the Löwdin charge.
CARTESIAN COORDINATES (ANGSTROEM)
C 2.2479 -0.7182 2.5558  -0.10
C 1.9189 0.2833 1.4471  -0.27
C 1.2432 -0.3131 0.2235  -0.21
C -0.1965 -0.7927 0.4723  -0.17
C -1.2262 0.2778 0.1120  -0.13
N -1.2676 0.4539 -1.3682  0.08
C -2.3245 0.6051 -2.0912  -0.13
N -2.3460 0.6900 -3.4135  0.19
H 2.7457 -0.1967 3.3700  0.08
H 2.8726 -1.5482 2.2310  0.08
H 1.3079 -1.1316 2.9352  0.07
H 2.8757 0.6941 1.0950  0.11
H 1.4265 1.1582 1.8824  0.11
H 1.2670 0.3951 -0.6110  0.10
H 1.8847 -1.1539 -0.0556  0.12
H -0.3953 -1.0148 1.5257  0.11
H -0.3927 -1.7529 -0.0056  0.12
H -2.2336 0.0880 0.4812  0.13
H -0.9611 1.2708 0.4765  0.13
H -0.3773 0.3481 -1.8346  0.15
H -3.3000 0.6997 -1.6322  0.17
H -1.5350 0.6905 -3.9965  0.13
H -3.2343 0.9675 -3.7994  0.13

Output
- SMILES = CCCCCNC=[NH2+]
- gap between HOMO and LUMO (eV) = 10.979
- total charge = +1
- LUMO energy (eV) = -3.3

<Q>
Density functional theory data (ωB97M-V with the def2-TZVPD basis set) for a gas-phase ion, C6H15N2 (charge +1).

Each line ends with the Löwdin charge.
CARTESIAN COORDINATES (ANGSTROEM)
C 0.5900 1.1879 0.5937  -0.19
C -0.3455 -1.0301 0.4786  -0.19
C 1.0360 -1.5184 0.6868  0.00
C -1.5167 -2.0629 0.4237  0.04
C -1.7045 0.8688 0.1325  0.00
C 1.1736 1.5278 -1.7987  -0.06
N -0.4506 0.2281 0.3753  -0.08
N 1.4811 1.0089 -0.4783  -0.09
H 0.1043 2.0611 0.7936  0.10
H 1.1865 0.9417 1.5536  0.18
H 1.8904 -0.9365 0.9638  0.08
H 1.2599 -2.0572 -0.1759  0.10
H 1.1926 -2.1961 1.4782  0.09
H -1.7763 -2.4487 -0.5781  0.12
H -2.3976 -1.5678 0.7996  0.07
H -1.2489 -2.8561 1.1654  0.11
H -1.4710 1.7853 -0.3753  0.09
H -2.4352 0.1351 -0.3469  0.13
H -2.2702 1.1320 1.0475  0.13
H 1.7865 2.3802 -2.0831  0.10
H 1.3046 0.7417 -2.5380  0.09
H 0.1615 1.6506 -1.9202  0.04
H 2.4495 1.0244 -0.1976  0.13

Output
- SMILES = CNC[N+](C)=C(C)C
- gap between HOMO and LUMO (eV) = 9.261
- total charge = +1
- LUMO energy (eV) = -3.8

Need the numbers? Relative energies in hartree: <P> 0.0000; <Q> 0.0801.

<P>
Density functional theory data (ωB97M-V with the def2-TZVPD basis set) for 2 unconnected molecules or ions with the total composition C6H15N2.

Each line ends with the Löwdin charge.
CARTESIAN COORDINATES (ANGSTROEM)
N 1.0676 -0.7911 -1.4567  -0.04
C 0.3907 0.0237 -2.4598  -0.30
C -1.5661 1.1905 -1.5714  0.01
C -1.0858 0.0908 -2.2103  -0.16
H 2.0974 -0.7401 -1.6405  0.12
H 0.7726 -1.7894 -1.5673  0.12
H 0.5887 -0.3867 -3.5290  0.15
H 0.8958 0.9727 -2.4725  0.10
H -2.6248 1.3962 -1.4896  0.06
H -0.8837 2.0358 -1.4143  0.07
H -1.6303 -0.7933 -2.5492  0.11
C -1.2568 -0.2650 1.7668  -0.03
C 0.1838 0.0672 2.0501  -0.34
C 0.7266 1.0657 2.7360  0.10
N 1.1312 -0.8632 1.3287  0.18
H -1.8609 0.5172 2.2421  0.10
H -1.4840 -0.2458 0.6604  0.07
H -1.5151 -1.2941 2.1070  0.10
H 1.7912 1.2157 2.7469  0.07
H 0.1560 1.8303 3.3096  0.10
H 1.0078 -0.7804 0.2493  0.10
H 0.9654 -1.8122 1.5833  0.14
H 2.1328 -0.6448 1.5806  0.18

Output
- gap between HOMO and LUMO (eV) = 10.212
- total charge = +1
- LUMO energy (eV) = -3.1

<Q>
Density functional theory data (ωB97M-V with the def2-TZVPD basis set) for a molecular structure, C6H15N2.

Each line ends with the Löwdin charge.
CARTESIAN COORDINATES (ANGSTROEM)
C -0.6986 0.7473 -0.4790  -0.28
C -1.6426 0.3031 0.5710  -0.08
C 0.0003 2.0792 -0.3456  -0.01
C 2.4575 -0.1405 0.1882  -0.05
C -0.1461 -1.6504 -0.8126  -0.02
C 1.1202 -0.3815 0.9025  -0.20
N -2.7208 -0.4202 0.3328  0.17
N -0.0111 -0.4587 -0.0074  -0.19
H -1.0719 0.6063 -1.4953  0.16
H -1.4241 0.5744 1.5943  0.16
H 0.2408 2.3209 0.6849  0.09
H -0.6526 2.8566 -0.7339  0.10
H 0.9120 2.0800 -0.9353  0.09
H 2.3933 -0.3989 -0.8652  0.08
H 2.7761 0.8947 0.2705  0.08
H 3.2299 -0.7595 0.6334  0.08
H 0.5072 -2.4253 -0.4217  0.11
H -1.1737 -2.0259 -0.7768  0.09
H 0.1098 -1.4670 -1.8584  0.11
H 0.9362 0.4161 1.6214  0.12
H 1.1565 -1.3212 1.4595  0.13
H -3.0857 -0.5333 -0.6011  0.13
H -3.2125 -0.8962 1.0737  0.14

Output
- gap between HOMO and LUMO (eV) = 10.737
- total charge = +1
- LUMO energy (eV) = -2.7

Need the numbers? Relative energies in hartree: <P> 0.0277; <Q> 0.0000.

<P>
Density functional theory data (ωB97M-V with the def2-TZVPD basis set) for a single C2H2N4O2 molecule.

Each line ends with the Löwdin charge.
CARTESIAN COORDINATES (ANGSTROEM)
C -0.6738 0.1914 0.0462  -0.38
C 0.5791 -0.0033 -1.8285  -0.16
H -0.2792 -0.2294 1.9773  0.11
H 0.4481 0.1040 -2.8618  0.12
N -1.6443 0.5712 0.9145  0.07
N 0.5112 -0.3037 0.7434  0.04
N 1.6088 -0.7326 0.1961  0.14
N 1.4688 -0.7843 -1.3924  0.10
O -1.2660 0.2369 2.1437  -0.10
O -0.3856 0.7309 -1.1003  0.07

Output
- SMILES = O/N=c1\nnnco1
- gap between HOMO and LUMO (eV) = 7.702
- LUMO energy (eV) = -1.6

<Q>
Density functional theory data (ωB97M-V with the def2-TZVPD basis set) for a single C2H2N4O2 molecule.

Each line ends with the Löwdin charge.
CARTESIAN COORDINATES (ANGSTROEM)
C 0.4169 -1.2159 -1.6867  -0.22
C -0.0440 0.3170 0.0273  -0.50
H 0.2943 -1.3667 -2.8722  0.15
H -2.0514 1.0861 0.9051  0.25
N -0.3234 -0.0123 -1.1191  0.12
N 1.0455 0.5114 0.7088  0.12
N 0.8915 0.9617 1.8604  0.08
N -1.0315 0.5487 1.1004  0.08
O 1.1952 -1.9774 -1.0440  -0.02
O -0.3931 1.1475 2.1200  -0.05

Output
- SMILES = O=C/N=c1\nno[nH]1
- gap between HOMO and LUMO (eV) = 9.125
- LUMO energy (eV) = -1.0

<R>
Density functional theory data (ωB97M-V with the def2-TZVPD basis set) for a single C2H2N4O2 molecule.

Each line ends with the Löwdin charge.
CARTESIAN COORDINATES (ANGSTROEM)
C 0.4957 -0.4776 -0.1134  -0.48
C -1.2300 0.9381 0.0103  -0.10
H 2.3084 0.7712 -0.2601  0.15
H -1.5979 2.0194 0.0562  0.14
N 1.6705 -0.9885 0.1865  0.06
N 0.0032 0.7859 -0.2938  0.14
N -2.2226 -0.1513 0.4153  0.07
N -1.8033 -1.3336 0.0287  0.12
O 2.7387 -0.0815 0.2274  -0.09
O -0.3627 -1.4820 -0.2570  -0.02

Output
- SMILES = O/N=c1\ncnno1
- gap between HOMO and LUMO (eV) = 7.532
- LUMO energy (eV) = -1.8

<S>
Density functional theory data (ωB97M-V with the def2-TZVPD basis set) for a molecular structure, C2H2N4O2.

Each line ends with the Löwdin charge.
CARTESIAN COORDINATES (ANGSTROEM)
N -0.2459 0.2102 0.1228  -0.07
C -1.0643 -0.8275 0.0121  -0.34
C 0.8157 0.0674 -0.8576  -0.46
N -0.2300 1.0768 1.2308  0.13
N -0.1993 -1.4480 -1.4426  0.13
N 0.2613 -0.5005 -2.0694  0.10
O -1.7920 -1.5045 0.6358  0.17
O 1.9274 0.5044 -0.6883  0.13
H 0.1544 0.5474 2.0129  0.11
H 0.3728 1.8741 1.0436  0.10

Output
- gap between HOMO and LUMO (alpha / beta) (eV) = 8.296 / 8.295
- LUMO energy (alpha / beta) (eV) = -0.9 / -0.9

Need the numbers? Relative energies in hartree: <P> 0.0779; <Q> 0.0545; <R> 0.0720; <S> 0.0000.

<P>
Density functional theory data (ωB97M-V with the def2-TZVPD basis set) for a single C2H2N4O2 molecule.

Each line ends with the Löwdin charge.
CARTESIAN COORDINATES (ANGSTROEM)
C -0.6392 0.4622 0.2128  -0.38
C 1.7933 -0.2519 -0.0535  -0.10
H -2.1059 -1.0057 -0.0486  0.14
H 2.8442 -0.6014 -0.1618  0.11
N -1.8150 0.8988 0.0274  0.06
N 0.3676 1.5544 0.0160  0.11
N 1.6075 1.2294 -0.0184  0.06
N 0.9532 -1.2989 0.0074  0.10
O -2.6751 -0.1315 -0.1118  -0.03
O -0.3306 -0.8554 0.1304  -0.07

Output
- SMILES = O/N=c1/nncno1
- gap between HOMO and LUMO (eV) = 8.206
- LUMO energy (eV) = -1.6

<Q>
Density functional theory data (ωB97M-V with the def2-TZVPD basis set) for a single C2H2N4O2 molecule.

Each line ends with the Löwdin charge.
CARTESIAN COORDINATES (ANGSTROEM)
C 1.2764 0.0229 -0.0509  -0.53
C -1.1066 0.8759 0.2333  -0.23
H 2.7395 -1.1310 0.3146  0.19
H -0.8298 1.9280 0.2823  0.14
N -0.1814 -0.0444 -0.0803  0.01
N -2.2983 0.5370 0.0247  0.07
N -2.1613 -0.8715 -0.2238  0.00
N -0.9717 -1.1795 -0.2847  0.04
O 1.7402 -1.1769 0.1722  0.16
O 1.7930 1.0394 -0.3875  0.16

Output
- SMILES = O=C(O)n1cnnn1
- gap between HOMO and LUMO (eV) = 11.178
- LUMO energy (eV) = 0.2

Need the numbers? Relative energies in hartree: <P> 0.1758; <Q> 0.0000.